The following is a quantum chemistry calculation of a cluster of 8 separate species, C45H100F6N8O12S6 in total at a distorted geometry, from OMol25.

Last column: Löwdin charge in e.
Atoms and positions in Å:
C: -7.801 0.792 -2.680  -0.1100
C: -7.256 1.698 -3.767  -0.2481
C: -5.739 1.820 -3.594  -0.2005
C: -5.007 2.575 -4.689  -0.0473
N: -3.448 2.713 -4.354  -0.1980
C: -2.561 1.530 -4.860  -0.1583
C: -1.189 2.124 -5.146  -0.1259
C: -1.602 3.425 -5.892  -0.1223
C: -2.900 3.866 -5.238  -0.0975
C: -3.132 3.023 -2.896  0.0225
H: -7.273 -0.155 -2.557  0.0751
H: -8.876 0.657 -2.781  0.0792
H: -7.606 1.257 -1.709  0.0669
H: -7.891 2.587 -3.777  0.1140
H: -7.456 1.340 -4.781  0.1142
H: -5.276 0.827 -3.633  0.1115
H: -5.504 2.039 -2.550  0.1064
H: -5.380 3.590 -4.811  0.1315
H: -4.951 1.970 -5.591  0.1385
H: -2.427 0.727 -4.135  0.1025
H: -3.038 1.191 -5.777  0.0686
H: -0.565 2.349 -4.283  0.1023
H: -0.662 1.551 -5.909  0.1224
H: -0.766 4.115 -5.967  0.1208
H: -1.961 3.117 -6.874  0.1209
H: -2.956 4.767 -4.629  0.1306
H: -3.741 3.938 -5.926  0.1103
H: -3.391 2.081 -2.415  0.0675
H: -3.859 3.734 -2.506  0.1060
H: -2.107 3.345 -2.740  0.1073
C: -0.405 1.589 6.214  -0.0707
C: -1.829 2.209 6.186  -0.2159
C: -2.484 2.027 4.817  -0.1952
C: -2.998 0.605 4.639  -0.0937
N: -3.912 0.363 3.419  -0.2226
C: -5.203 1.159 3.136  -0.0650
C: -6.305 0.213 2.614  -0.1173
C: -5.652 -1.150 2.620  -0.1674
C: -4.569 -1.010 3.653  -0.1161
C: -3.132 0.258 2.158  -0.0059
H: 0.144 2.152 5.459  0.0439
H: -0.364 0.568 5.823  0.0496
H: 0.137 1.584 7.157  0.0814
H: -1.772 3.294 6.270  0.1161
H: -2.563 1.837 6.903  0.1075
H: -1.796 2.256 3.997  0.1056
H: -3.227 2.814 4.671  0.1219
H: -3.588 0.368 5.526  0.1304
H: -2.206 -0.138 4.566  0.1210
H: -4.949 2.028 2.532  0.1352
H: -5.552 1.589 4.076  0.1347
H: -6.508 0.466 1.574  0.1199
H: -7.225 0.230 3.192  0.1278
H: -5.226 -1.473 1.671  0.1008
H: -6.328 -1.979 2.836  0.1339
H: -3.715 -1.689 3.612  0.1117
H: -4.863 -1.033 4.702  0.1390
H: -2.699 1.242 1.980  0.1035
H: -3.771 -0.035 1.331  0.0864
H: -2.289 -0.425 2.253  0.0827
C: -3.840 -4.058 1.694  -0.0885
C: -2.473 -4.680 1.980  -0.2079
C: -1.400 -3.529 1.937  -0.1855
C: -0.158 -3.911 2.719  -0.1134
N: 1.067 -3.030 2.427  -0.2260
C: 2.230 -3.433 3.322  -0.0796
C: 3.011 -2.113 3.574  -0.1321
C: 1.937 -1.083 3.762  -0.1348
C: 0.765 -1.579 2.890  -0.0609
C: 1.493 -3.182 0.969  0.0364
H: -4.613 -4.766 1.389  0.0862
H: -3.860 -3.254 0.959  0.0737
H: -4.249 -3.769 2.665  0.0643
H: -2.200 -5.369 1.178  0.0986
H: -2.339 -5.304 2.864  0.1127
H: -1.819 -2.587 2.290  0.0829
H: -1.220 -3.456 0.865  0.0784
H: 0.204 -4.896 2.414  0.1405
H: -0.345 -3.999 3.789  0.1406
H: 2.800 -4.183 2.777  0.1327
H: 1.809 -3.881 4.220  0.1363
H: 3.676 -1.845 2.754  0.1118
H: 3.615 -2.308 4.460  0.1267
H: 2.199 -0.059 3.484  0.1088
H: 1.594 -0.825 4.765  0.1187
H: 0.402 -0.989 2.052  0.0924
H: -0.111 -1.609 3.541  0.1136
H: 2.341 -2.517 0.804  0.1055
H: 0.704 -2.747 0.356  0.0672
H: 1.729 -4.210 0.708  0.1106
C: -1.042 -5.286 -1.773  -0.0705
C: 0.299 -5.122 -2.502  -0.2332
C: 0.372 -3.676 -3.084  -0.1754
C: 1.754 -3.250 -3.530  -0.1069
N: 1.678 -1.907 -4.220  -0.2095
C: 3.008 -1.195 -4.297  -0.1116
C: 2.930 0.042 -3.374  -0.1370
C: 1.474 0.396 -3.584  -0.1555
C: 0.772 -0.950 -3.471  -0.1254
C: 1.138 -2.203 -5.645  0.0623
H: -1.712 -4.742 -2.435  0.0450
H: -0.939 -4.827 -0.791  0.0472
H: -1.243 -6.355 -1.781  0.0872
H: 0.497 -5.808 -3.327  0.1151
H: 1.119 -5.310 -1.799  0.0906
H: -0.154 -2.992 -2.418  0.0963
H: -0.278 -3.830 -3.948  0.1148
H: 2.315 -3.951 -4.146  0.1403
H: 2.388 -3.076 -2.656  0.1281
H: 3.348 -0.829 -5.265  0.1323
H: 3.779 -1.900 -3.985  0.1239
H: 3.611 0.803 -3.747  0.1232
H: 3.146 -0.360 -2.383  0.1083
H: 1.324 0.914 -4.529  0.1190
H: 1.243 1.043 -2.735  0.0791
H: -0.154 -0.896 -4.040  0.0943
H: 0.763 -1.185 -2.410  0.1085
H: 0.073 -2.393 -5.514  0.0122
H: 1.616 -3.111 -6.000  0.1117
H: 1.361 -1.310 -6.222  0.1130
C: 8.588 1.945 6.159  -0.0900
C: 8.398 1.334 4.772  -0.2948
C: 7.514 2.073 3.858  -0.2015
C: 7.587 1.454 2.443  -0.1030
N: 6.729 2.110 1.356  -0.2272
C: 7.112 1.573 -0.060  -0.0638
C: 5.808 1.839 -0.842  -0.1679
C: 4.710 1.532 0.120  -0.1531
C: 5.202 1.852 1.530  -0.0600
C: 6.886 3.640 1.296  0.0382
H: 7.746 2.025 6.843  0.0800
H: 9.073 2.918 6.058  0.0802
H: 9.362 1.317 6.605  0.0765
H: 7.992 0.320 4.864  0.1159
H: 9.409 1.306 4.360  0.1213
H: 7.973 3.066 3.860  0.1249
H: 6.476 2.126 4.191  0.1322
H: 7.203 0.435 2.527  0.1259
H: 8.559 1.353 1.962  0.1347
H: 7.978 2.123 -0.418  0.1318
H: 7.333 0.507 -0.012  0.1310
H: 5.789 2.870 -1.197  0.1190
H: 5.730 1.206 -1.725  0.1126
H: 3.719 1.893 -0.146  0.1151
H: 4.661 0.438 0.092  0.1100
H: 4.849 2.721 2.063  0.0830
H: 5.164 0.992 2.197  0.1211
H: 7.929 3.929 1.189  0.1166
H: 6.540 3.972 2.275  0.0870
H: 6.168 4.057 0.597  0.0980
N: -0.888 -0.905 -0.250  -0.2209
S: -1.885 -0.603 -1.326  0.4221
O: -1.452 -0.502 -2.686  -0.3014
O: -3.088 0.104 -0.883  -0.2753
F: -2.461 -2.126 -1.432  -0.1983
S: -0.208 0.648 -0.300  0.5778
O: -0.343 1.363 0.956  -0.2723
O: 0.001 1.457 -1.470  -0.2535
F: 1.290 0.117 -0.055  -0.2064
N: 1.993 5.170 3.089  -0.2292
S: 3.479 5.100 2.945  0.4106
O: 4.064 5.068 1.614  -0.3147
O: 4.279 4.461 3.967  -0.3011
F: 3.758 6.679 3.276  -0.2102
S: 1.727 3.483 2.902  0.5593
O: 1.912 2.591 4.051  -0.3079
O: 2.016 2.961 1.597  -0.2800
F: 0.202 3.796 2.995  -0.1826
N: -3.702 -2.524 -6.033  -0.2119
S: -2.533 -1.600 -5.911  0.5359
O: -1.329 -2.036 -5.236  -0.3287
O: -2.798 -0.179 -5.896  -0.3180
F: -2.004 -1.768 -7.413  -0.1662
S: -3.911 -2.782 -4.420  0.5469
O: -4.120 -1.641 -3.562  -0.2735
O: -3.117 -3.855 -3.902  -0.2671
F: -5.331 -3.474 -4.555  -0.1581

Calculated values
M: 1251.73 g mol⁻¹
Orbital gap: 8.764 eV
Net charge: +2